Entry 1:
Computed, not measured: C26H29N4PtS3 as an isolated structure at a distorted geometry, with the ωB97M-V functional and the def2-TZVPD basis.

Structure (XYZ):
```
63
Properties=species:S:1:pos:R:3:forces:R:3:lowdin_charge:R:1
Pt 9.64395 13.63844 9.91583 -1.062 -0.195 0.051 0.879
N 13.60251 15.36176 9.75603 -1.072 -1.061 0.240 0.127
C 14.09516 14.07203 9.60306 -1.198 -0.338 -0.695 -0.041
C 13.00174 13.23027 9.41150 0.024 1.438 0.700 -0.067
N 11.82547 13.96780 9.55530 3.346 1.212 0.216 -0.008
C 12.23653 15.23456 9.75242 0.921 -1.325 -0.346 -0.269
C 11.23555 16.23364 9.72311 -2.026 1.171 -0.561 -0.240
N 9.95616 15.80130 9.57488 1.383 3.249 0.242 -0.047
C 9.22420 16.96681 9.34222 1.150 0.001 0.219 -0.114
C 10.05832 18.06749 9.33240 -0.032 -0.383 0.106 -0.050
N 11.33890 17.60609 9.57458 -0.472 -2.084 0.252 0.125
H 14.15036 16.20384 9.92242 -0.285 -0.505 -0.091 0.171
H 15.14490 13.89298 9.55159 0.340 -0.155 0.021 0.112
H 12.92977 12.17725 9.19706 0.271 0.001 0.091 0.108
H 8.16512 16.90703 9.21389 -0.295 0.159 -0.150 0.086
H 9.90888 19.12571 9.17501 -0.288 -0.216 0.024 0.123
H 12.20287 18.13210 9.66348 -0.523 -0.017 -0.145 0.168
C 6.26348 11.64188 10.55415 -0.552 0.090 -0.007 -0.491
C 5.95251 13.02345 10.00234 0.124 0.887 0.306 -0.453
S 7.24645 14.34572 10.15070 -0.012 0.228 -0.119 0.799
C 7.28559 15.19400 11.77650 0.755 0.487 -0.173 -0.485
C 7.85292 14.40115 12.94739 -0.079 -0.287 -0.432 -0.491
S 9.37695 13.45756 12.51857 -0.552 -0.357 -0.227 0.849
C 8.97542 11.81443 13.25632 0.054 0.090 -0.563 -0.454
C 8.01054 10.86778 12.53692 0.196 -0.295 0.592 -0.508
S 6.30988 11.45469 12.38146 0.240 0.354 -1.057 0.906
H 7.19362 11.29344 10.09680 -0.112 -0.112 0.270 0.058
H 5.44786 10.96509 10.27433 0.201 0.190 -0.380 0.077
H 5.03742 13.47941 10.39288 0.047 -0.248 0.065 0.083
H 5.85217 13.02559 8.90362 0.004 -0.297 0.375 0.074
H 6.27426 15.50847 11.97617 -0.373 0.167 0.272 0.077
H 7.90641 16.13978 11.63968 -0.782 -1.256 -0.296 0.090
H 7.06949 13.72679 13.31621 0.598 0.080 0.004 0.036
H 8.19255 15.07341 13.72032 -0.219 0.293 0.321 0.071
H 8.56612 12.05605 14.22490 0.190 0.074 0.490 0.074
H 9.98187 11.39902 13.34695 -0.262 -0.355 0.186 0.072
H 7.84442 9.93571 13.09960 0.753 0.327 0.154 0.082
H 8.42896 10.56934 11.58482 -0.170 0.052 -0.264 0.040
C 10.77959 7.03149 11.85036 -0.858 -0.074 -0.378 -0.082
C 11.84722 7.89206 12.09346 0.130 -0.103 -0.402 -0.089
C 11.89436 9.14204 11.47315 -1.308 -0.437 -0.735 -0.042
C 10.83759 9.57525 10.62722 0.617 -1.401 0.591 -0.243
C 9.83757 8.62286 10.25156 0.321 0.977 0.794 -0.057
C 9.79026 7.39748 10.88580 0.447 -0.680 0.804 -0.074
C 10.77937 11.00865 10.39378 -0.668 0.705 -1.361 -0.174
C 9.95907 11.67351 9.51195 1.817 -0.627 1.122 -0.319
C 9.53867 11.14115 8.22395 -0.060 -0.351 -0.502 -0.283
C 10.17038 10.06274 7.56729 -0.274 -0.628 -0.269 -0.043
C 9.62508 9.53738 6.39110 -0.172 -0.237 -0.356 -0.064
C 8.43161 10.05794 5.84140 0.385 0.516 0.902 -0.078
C 7.90444 11.23674 6.38765 0.508 -0.795 -0.029 -0.070
C 8.52734 11.77996 7.52235 -1.526 0.668 -0.678 -0.087
H 10.66495 6.08357 12.41733 0.231 0.742 -0.598 0.111
H 12.67091 7.57340 12.72668 -0.196 0.082 0.053 0.103
H 12.71733 9.82832 11.57052 0.250 0.063 0.520 0.102
H 9.03659 8.91972 9.57287 0.226 -0.138 0.196 0.112
H 8.94790 6.71473 10.68489 0.586 0.354 0.071 0.111
H 11.47608 11.59794 11.02812 -0.920 -0.313 -0.015 0.089
H 11.01862 9.55195 8.03922 -0.300 0.369 -0.329 0.119
H 10.08671 8.67473 5.86389 -0.243 0.659 0.690 0.117
H 7.91593 9.54505 5.04255 0.173 0.066 -0.195 0.100
H 6.99699 11.66640 5.94927 0.491 0.069 0.237 0.107
H 8.15163 12.75770 7.85910 0.108 -0.551 0.171 0.066
```
Positions in Å, forces in eV/Å.

Lowest unoccupied orbital energy (spin up / spin down) = -2.76 / -3.84 eV
<S²> = 2.01
Spin multiplicity = 3
HOMO-LUMO gap (spin up / spin down) = 6.0 / 5.4 eV
Net charge = +1
E_HOMO (spin up / spin down) = -8.796 / -9.257 eV

Entry 2:
Computed, not measured: a 2-piece molecular cluster, C3H6N4 overall at a distorted geometry, with the ωB97M-V functional and the def2-TZVPD basis.

Structure (XYZ):
```
13
Properties=species:S:1:pos:R:3:forces:R:3:lowdin_charge:R:1
C -1.14921 1.16878 -0.78423 -0.018 -0.026 1.480 -0.067
C -0.86150 0.06090 0.08978 -0.350 -0.292 -1.544 -0.333
C -1.04907 -1.39879 0.08609 -1.926 -0.907 1.815 -0.019
N 2.54685 0.02518 0.39846 -6.093 -0.297 1.690 -0.332
N 2.96344 -0.71837 -0.33660 5.312 -5.611 -5.806 0.091
N 2.32629 0.96244 1.09148 2.123 6.012 4.291 0.117
N -0.18337 1.06752 0.39071 -0.652 -0.502 0.112 0.125
H -0.75677 1.17817 -1.74064 1.002 0.135 -1.804 0.068
H -1.95644 1.81273 -0.61517 -1.258 0.684 0.221 0.069
H -0.15770 -1.89062 -0.20992 0.992 -0.272 -0.776 0.057
H -1.95225 -1.78437 -0.54960 1.737 1.028 1.350 0.125
H -1.11448 -1.73747 1.16601 -0.432 0.173 -1.123 0.102
H 1.34420 1.25391 1.01363 -0.437 -0.126 0.094 -0.002
```
Positions in Å, forces in eV/Å.

Lowest unoccupied orbital energy (spin up / spin down) = 0.81 / -1.90 eV
<S²> = 2.02
Spin multiplicity = 3
HOMO-LUMO gap (spin up / spin down) = 5.8 / 8.0 eV
Net charge = 0
E_HOMO (spin up / spin down) = -4.988 / -9.868 eV

Entry 3:
Computed, not measured: C15H22As4CrF24N4O4 as an isolated structure at a distorted geometry, with the ωB97M-V functional and the def2-TZVPD basis.

Structure (XYZ):
```
74
Properties=species:S:1:pos:R:3:forces:R:3:lowdin_charge:R:1
Cr -2.26623 0.87438 -2.29270 0.655 1.318 -1.226 1.055
N -0.60919 2.05835 -0.52150 -0.598 0.274 -2.695 -0.581
O -1.10217 2.59863 -1.52204 -0.045 1.944 -0.234 -0.019
O -0.86115 0.87616 -0.44717 0.277 -3.156 1.952 -0.065
O 0.14618 2.63117 0.24264 1.566 0.946 1.453 -0.007
C 3.13755 1.05255 -2.36632 -0.771 -0.162 0.616 0.027
C 3.40621 2.51378 -2.09537 2.668 -1.463 -3.026 -0.337
O 3.99777 3.18046 -2.91115 -1.662 0.109 2.945 0.183
N 3.08558 2.94207 -0.65727 -1.657 2.875 -0.309 0.110
H 2.13299 2.63933 -0.51229 -1.683 0.006 -0.311 0.103
H 3.44769 2.44016 0.14089 1.461 -0.234 -0.174 0.171
C 3.06098 4.49118 -0.38790 1.481 -0.652 0.434 0.049
H 2.12012 0.74536 -2.12431 -0.287 0.105 -0.094 0.081
H 3.75301 0.42571 -1.72106 0.299 0.122 0.209 0.095
H 3.33327 0.75614 -3.39682 -0.052 0.510 0.035 0.108
H 4.10875 4.79166 -0.38686 -0.057 0.003 -0.248 0.092
H 2.70810 4.68355 0.62530 -0.362 -0.404 -0.191 0.089
H 2.52489 5.11074 -1.10682 -0.227 -0.842 -0.203 0.116
C 1.47234 -7.37230 2.40939 0.347 -1.388 0.074 0.012
N 1.24658 -5.99670 2.67653 -0.463 4.468 0.859 -0.104
C 0.90992 -5.49492 3.91976 -0.522 -0.213 -0.967 0.026
C 0.71975 -4.14264 4.17869 0.665 -2.359 0.960 0.028
C 1.02216 -3.17748 3.24864 0.389 0.120 -0.630 -0.134
C 1.35780 -3.61242 1.95002 -0.467 -2.525 1.330 0.113
C 1.39565 -5.08011 1.69017 0.397 3.008 0.491 0.086
C 0.94828 -1.70309 3.55488 0.764 -0.204 0.508 -0.107
C 0.14256 -0.99570 2.70702 0.161 -1.750 -0.761 0.033
C 0.05908 0.33078 2.79681 -0.151 2.604 1.490 0.053
N 0.73006 1.01927 3.79630 0.678 -0.901 -1.788 -0.052
C 1.62271 0.38003 4.60571 -1.732 -0.039 -0.662 0.018
C 1.67154 -1.00410 4.55985 -0.630 -0.661 -0.097 0.052
C 0.61787 2.49440 3.79120 -0.572 -0.118 0.040 0.037
H 0.60080 -7.75779 1.88031 0.283 -0.304 -0.043 0.128
H 1.64628 -7.89073 3.35230 -0.312 -0.051 -0.090 0.111
H 2.40535 -7.45509 1.85195 -0.304 -0.166 -0.275 0.118
H 0.67038 -6.22370 4.67996 0.253 -0.137 -0.021 0.143
H 0.46811 -4.01289 5.22092 -0.219 0.772 -0.048 0.135
H 1.58321 -2.79950 1.27567 -0.010 -0.705 -1.007 0.122
H 1.63330 -5.45830 0.70686 -0.064 0.088 -0.123 0.145
H -0.41412 -1.51461 1.94071 -0.209 0.144 -0.320 0.127
H -0.61484 0.82530 2.11294 -0.050 0.778 0.040 0.109
H 2.13656 1.07126 5.25730 0.191 -0.486 0.370 0.144
H 2.09331 -1.57902 5.37101 0.751 0.172 -0.168 0.126
H 1.42995 2.96717 3.23883 -0.145 -0.270 -0.225 0.102
H 0.63243 2.90009 4.80278 -0.151 -0.299 0.019 0.107
H -0.35420 2.64679 3.32218 0.210 0.674 0.000 0.109
As -4.27515 1.59622 0.80363 -2.486 0.828 2.365 0.933
F -2.69984 1.54239 1.75478 -1.179 -0.514 -1.200 -0.302
F -4.63876 -0.14449 0.96878 1.206 1.442 0.361 -0.266
F -5.79878 1.66797 -0.06246 1.304 0.351 0.403 -0.238
F -3.94624 3.30893 0.52779 -0.039 -1.838 -0.039 -0.233
F -3.45689 1.13133 -0.72855 0.024 0.000 -0.091 -0.315
F -5.09973 1.97937 2.36213 1.035 -0.570 -1.618 -0.288
As -0.81229 -2.53871 -1.53416 0.973 -3.421 -1.333 0.972
F 0.79038 -1.75109 -1.11420 -1.944 -0.580 -0.219 -0.306
F -0.10909 -2.99319 -3.18761 -1.298 0.876 3.083 -0.273
F -2.30560 -3.48471 -1.90636 1.725 1.503 0.514 -0.265
F -1.46173 -2.08055 0.07286 0.821 -0.418 -1.022 -0.274
F -1.56213 -1.09415 -2.14896 0.128 -0.043 -0.231 -0.289
F -0.16193 -4.09152 -0.84642 -0.143 1.350 -0.070 -0.315
As -3.95261 4.12818 -3.86585 -0.109 3.823 -2.452 0.934
F -2.45403 4.54701 -4.78656 -1.114 -0.629 1.040 -0.303
F -4.56871 5.71749 -4.48861 0.073 -1.885 1.113 -0.305
F -5.46482 3.70828 -2.99559 2.016 0.497 -0.868 -0.269
F -3.17961 2.65004 -3.43562 0.445 -1.769 1.096 -0.285
F -3.18327 4.98899 -2.42007 -1.416 -1.519 -1.656 -0.311
F -4.52633 3.28926 -5.38145 0.292 0.889 2.071 -0.299
As -0.17951 0.22074 -5.32577 1.305 0.032 -1.837 0.926
F -1.50212 -0.90075 -4.91049 1.095 0.833 -0.790 -0.266
F -0.72702 1.11644 -3.90051 -0.526 0.462 1.040 -0.299
F 1.16337 1.41510 -5.59651 -1.344 -1.060 1.010 -0.299
F 0.44655 -0.60811 -6.73439 -0.710 -0.181 1.163 -0.254
F -1.20893 1.22594 -6.40022 0.929 -1.351 1.664 -0.255
F 0.91763 -0.72177 -4.17757 -1.159 1.341 -1.390 -0.313
```
Positions in Å, forces in eV/Å.

Lowest unoccupied orbital energy (spin up / spin down) = -3.91 / -3.91 eV
<S²> = 6.00
Spin multiplicity = 5
HOMO-LUMO gap (spin up / spin down) = 5.3 / 6.2 eV
Net charge = 0
E_HOMO (spin up / spin down) = -9.182 / -10.161 eV

Entry 4:
Computed, not measured: C5H6N2 in the gas phase at a distorted geometry, with the ωB97M-V functional and the def2-TZVPD basis.

Structure (XYZ):
```
13
Properties=species:S:1:pos:R:3:forces:R:3:lowdin_charge:R:1
C -0.16265 -1.68680 -0.85156 -0.061 0.039 -0.144 -0.065
N -0.02858 -0.84550 0.32185 -0.511 2.470 0.421 -0.106
C -0.08090 0.93770 0.31924 -0.016 -2.261 -0.832 -0.181
C 0.68258 1.14837 1.46452 0.488 -0.460 0.530 -0.112
C -0.68011 1.55162 -0.69207 -0.118 -0.111 0.026 0.068
N 0.97375 -1.01636 1.10659 0.352 -0.462 -0.322 0.008
C 1.19536 -0.05556 1.96298 -0.327 0.624 0.186 -0.084
H 0.59311 2.05626 2.03907 0.069 0.052 -0.021 0.090
H -1.09433 -1.42746 -1.35643 0.122 0.005 0.029 0.076
H 0.68092 -1.55605 -1.53417 -0.055 -0.045 0.019 0.086
H -0.22572 -2.73045 -0.53979 0.059 0.125 0.033 0.085
H -1.54882 1.12889 -1.17702 0.117 -0.130 -0.141 0.064
H -0.30461 2.49534 -1.06321 -0.120 0.154 0.215 0.072
```
Positions in Å, forces in eV/Å.

Lowest unoccupied orbital energy (spin up / spin down) = -0.91 / -0.94 eV
HOMO-LUMO gap (spin up / spin down) = 6.8 / 7.6 eV
SMILES = C=C1C=C=NN1C
Net charge = 0
E_HOMO (spin up / spin down) = -7.686 / -8.568 eV

Entry 5:
Computed, not measured: an isolated ion of composition C2H9N2S and charge +1 at a distorted geometry, with the ωB97M-V functional and the def2-TZVPD basis.

Structure (XYZ):
```
14
Properties=species:S:1:pos:R:3:forces:R:3:lowdin_charge:R:1
C -2.17724 -0.54614 -0.12219 0.241 0.080 2.757 -0.387
C 0.64572 0.31269 0.41601 -3.630 -0.545 1.509 -0.633
N 0.98096 -1.05959 0.20164 -0.560 1.026 -1.313 0.045
N 1.54027 1.20748 -0.33136 -0.975 0.246 -1.250 0.179
S -1.10964 0.90829 -0.10199 0.968 -0.024 -0.428 0.847
H -2.71097 -0.59805 0.87862 0.368 0.052 -1.467 0.072
H -1.62347 -1.45534 -0.22694 0.492 -0.525 -0.123 0.016
H -2.82039 -0.46766 -0.94945 -0.971 0.265 -0.888 0.021
H 0.62491 0.60648 1.46601 0.710 -0.304 -0.085 0.117
H 0.51474 -1.40089 -0.69185 0.845 -0.014 1.954 0.124
H 0.89895 -1.63405 1.04684 -0.124 0.154 -0.877 0.117
H 1.30998 2.19828 -0.49868 -0.600 -0.361 0.461 0.177
H 2.38907 1.17231 0.15199 2.345 -0.166 0.341 0.145
H 1.53713 0.75617 -1.23866 0.889 0.116 -0.593 0.161
```
Positions in Å, forces in eV/Å.

Lowest unoccupied orbital energy = -3.58 eV
HOMO-LUMO gap = 9.7 eV
SMILES = CS[C@@H](N)[NH3+]
Net charge = +1
E_HOMO = -13.274 eV

Across the entries above, relative energy (zero: lowest compared OMol25 entry of this formula, charge and spin) takes the values 0.0, 437.0, 208.6, 564.1, 130.6 kJ/mol, respectively.
Across the entries above, electronic energy takes the values -69137.3883, -9159.9349, -367061.7521, -8256.5117, -16028.0533 eV, respectively.